<i>
Density functional theory data (ωB97M-V/def2-TZVPD) for a cluster of 13 separate species, H28NO12 in total.

## Properties
- HOMO energy: -13.11 eV
- Net charge: +1

Each line ends with the natural charge from an NBO analysis.
Cartesian coordinates (Å):
N -3.009 -12.704 51.499  -0.782
H -2.419 -12.703 52.403  0.470
H -3.878 -12.975 51.630  0.424
H -2.539 -13.542 50.884  0.445
H -2.985 -11.965 51.028  0.418
O -6.082 -14.151 52.501  -0.958
H -5.639 -14.975 52.269  0.490
H -5.601 -14.055 53.338  0.493
O -2.373 -13.001 55.657  -0.993
H -1.869 -12.526 54.905  0.493
H -2.126 -12.429 56.571  0.475
O -1.039 -14.457 48.571  -0.974
H -0.280 -15.056 48.145  0.509
H -1.871 -14.937 48.482  0.483
O -5.184 -10.815 50.872  -1.021
H -5.266 -10.149 50.253  0.464
H -5.842 -11.574 50.534  0.496
O 0.033 -14.198 51.202  -0.967
H 0.684 -13.527 51.118  0.466
H -0.274 -14.253 50.299  0.491
O -3.816 -12.239 48.178  -0.956
H -3.248 -11.931 47.456  0.475
H -4.698 -12.229 47.707  0.481
O -4.677 -15.180 49.823  -0.936
H -5.536 -15.074 49.350  0.483
H -4.210 -15.290 49.062  0.455
O -1.570 -10.110 50.085  -0.950
H -2.440 -9.545 49.781  0.483
H -1.395 -10.621 49.182  0.469
O -7.245 -12.260 50.938  -0.977
H -6.718 -12.801 51.534  0.515
H -7.801 -11.557 51.288  0.504
O -4.127 -11.165 53.576  -0.945
H -4.762 -10.644 53.265  0.472
H -4.217 -11.072 54.486  0.476
O -2.609 -15.204 52.783  -0.999
H -2.752 -15.999 52.271  0.490
H -1.898 -15.277 53.475  0.512
O -0.484 -12.325 53.913  -0.967
H 0.344 -12.114 54.368  0.498
H -0.147 -12.820 53.113  0.493

=====

<ii>
Density functional theory data (ωB97M-V/def2-TZVPD) for a cluster of 13 separate species, H28NO12 in total.

## Properties
- HOMO energy: -13.05 eV
- Net charge: +1

Each line ends with the natural charge from an NBO analysis.
Cartesian coordinates (Å):
N 0.131 0.063 -0.543  -0.879
H 0.743 0.194 -1.187  0.415
H -0.507 -0.551 -0.992  0.446
H -0.570 0.995 -0.358  0.479
H 0.659 -0.226 0.352  0.504
O 1.645 -2.479 0.983  -0.982
H 2.537 -2.631 0.855  0.475
H 1.462 -2.138 1.840  0.505
O -0.769 3.519 -0.586  -0.961
H -1.707 3.527 -0.875  0.478
H -0.265 3.878 -1.335  0.492
O -0.533 -2.772 -2.885  -0.994
H -1.329 -2.293 -3.069  0.496
H -0.375 -3.633 -3.278  0.508
O -2.882 1.657 0.722  -0.983
H -3.006 2.014 -0.188  0.501
H -3.488 2.200 1.280  0.506
O 3.262 -0.361 -2.262  -0.930
H 3.880 -0.253 -1.535  0.466
H 3.155 -1.412 -2.049  0.466
O -3.048 -1.077 0.327  -0.948
H -2.798 -0.260 0.932  0.470
H -2.328 -1.701 0.734  0.470
O 2.155 2.720 0.454  -0.960
H 2.694 3.113 1.147  0.482
H 1.295 2.995 0.676  0.486
O -0.541 1.522 2.147  -0.959
H -0.966 1.429 3.072  0.480
H -1.248 1.558 1.621  0.471
O 2.763 0.253 1.770  -0.956
H 3.424 -0.348 1.817  0.465
H 2.999 0.974 1.193  0.489
O -2.420 1.059 -2.560  -0.992
H -1.550 0.832 -3.031  0.488
H -3.173 1.227 -3.156  0.508
O -0.510 -3.794 -0.134  -0.991
H -0.526 -3.757 -1.109  0.472
H 0.339 -3.233 0.049  0.486
O 0.888 -1.196 3.011  -0.946
H 0.655 -0.215 3.214  0.507
H -0.145 -1.397 2.938  0.472

=====

Bottom line: <i>, by a margin of 0.0129 hartree.